one) 2 unconnected molecules or ions with the total composition CH7NOS2, computed with wB97M-V/def2-TZVPD.

SMILES string = NCO.SS
HOMO level = -9.23 eV
frontier orbital gap = 9.62 eV

Geometry (Å):
S: 2.8937 2.5752 -2.0154
S: 4.5291 2.1819 -0.8629
O: -2.8517 -0.0611 1.0580
N: -1.0106 -1.4951 0.3397
C: -1.9056 -1.0871 1.4067
H: -2.5094 -1.9549 1.6802
H: -3.2705 -0.4820 0.2955
H: 3.4812 2.5601 -3.2227
H: -1.4880 -1.8036 -0.5079
H: -1.2917 -0.8279 2.2542
H: -0.6832 -0.6063 -0.0387
H: 4.1066 1.0009 -0.3866

two) 2 unconnected molecules or ions with the total composition CH7NOS2, computed with wB97M-V/def2-TZVPD.

SMILES string = NCO.SS
HOMO level = -9.42 eV
frontier orbital gap = 9.56 eV

Geometry (Å):
S: -0.4297 2.5359 -2.1629
S: -1.3106 0.5863 -2.0343
O: -0.3128 -1.6959 0.2337
N: 1.5208 -0.6252 1.4593
C: 0.3315 -0.4763 0.6402
H: 0.4242 -0.0278 -0.3782
H: -0.9607 -1.9928 0.8785
H: -2.5668 1.0031 -1.7393
H: 2.3278 -0.3912 0.9081
H: -0.4482 0.1647 1.1016
H: 1.3789 -1.4708 1.9970
H: 0.0456 2.3898 -0.9037

Which of them is the most stable? Correct choice: one).

one) A gas-phase ion, C5H11N3 (charge +2), computed with wB97M-V/def2-TZVPD.

net charge = +2
HOMO level (spin up / spin down) = -19.53 / -19.11 eV
frontier orbital gap (spin up / spin down) = 8.81 / 8.42 eV

Geometry (Å):
N: -0.4200 2.0866 -0.0081
N: 0.1503 -0.4857 1.0383
N: -0.0589 0.5889 1.7735
C: -0.2828 0.9639 -2.2985
C: -0.2533 1.2377 -0.9250
C: -0.3080 1.7441 1.3982
C: 1.4868 -1.0064 1.0481
C: -0.9212 -1.4338 0.9252
H: -1.0250 1.5744 -2.8387
H: -0.6407 3.0861 -0.1243
H: 1.6141 -1.7255 1.8694
H: -1.8860 -0.9411 0.8121
H: -0.4576 2.5438 2.1144
H: -0.7360 -2.0999 0.0819
H: -0.4562 -0.0964 -2.5248
H: 0.6995 1.2043 -2.7337
H: 1.6858 -1.5508 0.1238
H: 2.2240 -0.2145 1.1823
H: -0.9748 -2.0643 1.8234

two) A gas-phase ion, C5H11N3 (charge +2), computed with wB97M-V/def2-TZVPD.

net charge = +2
SMILES string = [NH3+]CCc1c[nH]c[nH+]1
HOMO level = -17.94 eV
frontier orbital gap = 11.33 eV

Geometry (Å):
N: 1.5365 -0.0248 -2.6172
N: -0.9367 0.5477 2.7312
N: -1.6616 -0.5229 1.0334
C: 0.1103 0.4979 1.8188
C: 0.7086 0.4951 -1.4742
C: 0.2941 -0.6449 -0.5417
C: -0.3383 -0.1719 0.7401
C: -1.9771 -0.0872 2.2417
H: -2.9273 -0.1089 2.7501
H: 1.0475 0.9734 2.0521
H: 2.5345 0.0242 -2.3834
H: -0.3745 -1.3692 -1.0128
H: 1.3319 -0.9542 -2.8567
H: -0.8163 0.9476 3.6497
H: -2.2623 -1.0754 0.4385
H: -0.1644 0.9742 -1.8577
H: 1.1605 -1.2633 -0.2754
H: 1.4487 0.5171 -3.4862
H: 1.2858 1.2455 -0.9503

Which of them is the most stable? Correct choice: two).

one) A single CH2N2O3 molecule, computed with wB97M-V/def2-TZVPD.

HOMO level (spin up / spin down) = -8.29 / -10.40 eV
expectation value of S² = 2.01
spin multiplicity = 3
frontier orbital gap (spin up / spin down) = 9.05 / 7.68 eV

Geometry (Å):
O: 3.6999 0.5686 0.0639
O: 2.1113 -0.8566 -0.0354
O: -0.3121 0.7013 -0.0128
N: 0.8492 -1.3227 -0.0578
N: 2.5086 0.4831 -0.0253
C: -0.1987 -0.6518 0.0944
H: -0.9898 -1.3131 0.2316
H: 0.4159 1.2397 -0.2925

two) A single CH2N2O3 molecule, computed with wB97M-V/def2-TZVPD.

HOMO level (spin up / spin down) = -7.13 / -10.17 eV
expectation value of S² = 2.01
spin multiplicity = 3
frontier orbital gap (spin up / spin down) = 7.86 / 7.85 eV

Geometry (Å):
O: 2.1284 -0.5247 -0.8312
O: 1.7651 2.3725 0.9807
O: 3.0323 1.9811 0.5005
N: 0.1629 0.7689 -0.5055
N: 2.0842 1.0237 0.8496
C: 1.4647 0.3276 -0.2995
H: -0.2696 1.4111 0.1194
H: -0.3380 0.0344 -0.8890

Which of them is the most stable? Correct choice: one).

one) 2 unconnected molecules or ions with the total composition CH4O4P, computed with wB97M-V/def2-TZVPD.

net charge = -1
HOMO level (spin up / spin down) = -4.82 / -4.81 eV
frontier orbital gap (spin up / spin down) = 8.97 / 8.97 eV

Geometry (Å):
P: 1.0005 -0.5068 -0.1530
O: -0.4299 1.6367 0.0276
O: 2.0763 -0.5453 0.8798
O: 1.1662 0.3441 -1.3907
O: -2.1319 -0.7804 0.0912
C: -0.3662 0.5535 0.6987
H: 0.6489 -1.9338 -0.4315
H: -0.4659 0.6278 1.7525
H: 0.1328 1.2854 -0.7759
H: -1.6309 -0.6811 -0.6988

two) 2 unconnected molecules or ions with the total composition CH4O4P, computed with wB97M-V/def2-TZVPD.

net charge = -1
HOMO level (spin up / spin down) = -4.75 / -4.75 eV
frontier orbital gap (spin up / spin down) = 8.83 / 8.83 eV

Geometry (Å):
P: 0.9992 -0.5466 -0.1072
O: 1.1584 0.2365 -1.4023
O: 2.1850 -0.5023 0.8745
O: -0.4076 1.6279 0.1031
O: -1.9572 -0.7308 0.0005
C: -0.1490 0.5122 0.6958
H: 0.0688 1.4357 -0.7667
H: -1.9268 -0.6223 -0.9635
H: -0.4162 0.4197 1.8159
H: 0.4456 -1.8300 -0.2501

Which of them is the most stable? Correct choice: two).